ORCA calculation (ωB97M-V/def2-TZVPD) on a molecular structure, C14H19FeN5O5S.

Each line ends with the Mulliken charge.
Cartesian coordinates (Å):
C (0.63205, -2.04684, 1.99412)  0.61
C (-2.16797, 1.35968, -1.29192)  0.76
C (3.41054, 0.12565, 0.76503)  -0.86
O (1.81019, 3.07322, 2.54757)  -0.61
C (-2.55193, -0.05253, -1.04903)  0.93
C (2.06536, 0.66106, 2.70884)  -0.56
H (3.92601, 0.19789, -1.34423)  0.44
H (4.32734, -0.37360, 1.09473)  0.39
H (-0.11105, -4.82029, -0.26456)  0.27
H (1.69806, 0.41299, -1.93016)  0.34
H (1.36021, 0.20203, 3.40217)  0.40
C (2.11120, -1.64240, 1.92856)  -0.99
H (-4.38878, -0.88116, -0.36854)  0.39
C (-2.49785, 3.55248, -2.16779)  -0.44
C (-1.22093, 3.87126, -1.74973)  -0.91
H (-1.66483, -4.47175, 0.36536)  0.23
H (-4.57071, 0.14323, -1.77696)  0.36
C (-2.98987, 2.27631, -1.92621)  -0.90
C (1.45466, 1.97876, 2.20742)  0.27
H (2.98837, -1.23822, -0.85956)  0.29
H (-3.86155, -1.46572, -1.95295)  0.43
H (3.56842, 1.19972, 0.87746)  0.47
H (0.50498, 3.12559, -0.68862)  0.43
H (3.00308, 0.85382, 3.23511)  0.42
C (-0.47151, 2.90434, -1.09450)  -0.20
H (2.55070, -1.85012, 2.90948)  0.39
C (-3.91856, -0.58502, -1.31008)  -1.71
H (2.61989, -2.28311, 1.20842)  0.41
N (-1.77609, -2.11030, -0.44930)  -0.59
N (2.24204, -0.23568, 1.56770)  0.65
C (-0.71097, -2.94041, -0.59330)  0.43
O (0.49351, 1.75899, 1.33200)  -0.65
S (0.74172, -2.38542, -1.21724)  -0.36
H (-3.99017, 2.01295, -2.22999)  0.27
N (-1.58036, -0.77808, -0.63455)  0.23
H (-0.80568, 4.85680, -1.89928)  0.42
N (-0.91507, -4.21480, -0.25777)  -0.35
H (-3.11638, 4.28578, -2.66648)  0.46
O (1.90061, 0.52380, -0.99149)  -0.31
O (0.28439, -3.15046, 2.33054)  -0.65
C (3.13707, -0.17042, -0.69059)  -0.59
N (-0.92737, 1.67317, -0.88842)  0.48
H (-2.66303, -2.43762, -0.09555)  0.27
O (-0.18419, -1.08996, 1.63414)  -0.68
Fe (0.25445, 0.17439, 0.28014)  0.96

Calculated values
2S+1: 6
LUMO level (spin up / spin down): -3.9 / -4.6 eV
frontier orbital gap (spin up / spin down): 8.28 / 7.57 eV
ΔE to the lowest compared entry with this formula, charge and spin: 8.2 kJ/mol
<S²>: 8.760
electronic energy: -77732.68433 eV
charge: +1
highest occupied orbital energy (spin up / spin down): -12.21 / -12.17 eV